The following is a DFT calculation (the ωB97M-V functional and the def2-TZVPD basis) of a molecular structure, C2H4HgO3.

The geometry in ORCA input format:
```
! RIJCOSX wB97M-V def2-TZVPD def2/J DEFGRID3
* xyz 1 2
O 0.74 1.69 0.02
O 1.48 -1.56 -0.25
C -0.37 1.29 0.29
C -0.84 -0.11 0.06
H -1.17 1.99 0.60
H -1.64 -0.13 -0.70
H -1.24 -0.53 1.00
Hg 2.56 0.36 -0.09
O 0.23 -0.93 -0.36
H 0.25 -2.08 -0.57
*
```

Calculated values
LUMO energy (spin up / spin down)   -4.494 / -6.502 eV
Orbital gap (spin up / spin down)   8.61 / 8.63 eV
Energy relative to the best compared isomer or geometry (same formula, charge and spin)   6.434 eV
Calculated total energy   -12440.372 eV